# C7H17N

An isolated molecule of C7H17N at a distorted geometry (ωB97M-V/def2-TZVPD, the Open Molecules 2025 dataset).

Each atom is followed by the atoms it is bonded to, with distances in Å.
Atoms and positions in Å:
1 N 0.242 0.755 0.649  C4 1.493, C5 1.485, H22 1.001
2 C -1.254 0.783 -2.080  C7 1.579, H9 1.084, H16 1.090, H24 1.093
3 C -1.334 -0.506 2.136  C4 1.574, H10 1.085, H13 1.090, H17 1.092
4 C 0.050 0.238 2.037  N1 1.493, C3 1.574, C6 1.529, H14 1.087
5 C 0.312 -0.253 -0.439  N1 1.485, C7 1.523, H12 1.097, H19 1.090
6 C 1.191 -0.709 2.407  C4 1.529, H11 1.083, H15 1.090, H21 1.087
7 C 0.260 0.436 -1.795  C2 1.579, C5 1.523, C8 1.497, H20 1.090
8 C 0.753 -0.523 -2.833  C7 1.497, H18 1.100, H23 1.099, H25 1.087
9 H -1.673 1.499 -1.382  C2 1.084
10 H -2.031 -0.280 1.336  C3 1.085
11 H 1.408 -1.363 1.572  C6 1.083
12 H -0.453 -1.036 -0.360  C5 1.097
13 H -1.099 -1.571 2.135  C3 1.090
14 H 0.035 1.122 2.670  C4 1.087
15 H 2.077 -0.102 2.592  C6 1.090
16 H -1.295 1.148 -3.107  C2 1.090
17 H -1.767 -0.220 3.097  C3 1.092
18 H 0.844 -0.124 -3.853  C8 1.100
19 H 1.280 -0.728 -0.277  C5 1.090
20 H 0.697 1.430 -1.692  C7 1.090
21 H 0.932 -1.316 3.270  C6 1.087
22 H -0.455 1.430 0.406  N1 1.001
23 H 1.816 -0.781 -2.736  C8 1.099
24 H -1.818 -0.153 -2.041  C2 1.093
25 H 0.167 -1.440 -2.832  C8 1.087

Its LUMO energy is 1.12 eV. The value obtained for the relative energy (zero: lowest compared OMol25 entry of this formula, charge and spin) is 20.19 kcal per mole. Its HOMO energy is -8.437 eV. As for the SMILES: CC(C)CNC(C)C.